Entry 1:
Density functional theory data (wB97M-V/def2-TZVPD) for a structure of composition Cd2H14O8.

The total energy comes out at -25713.22905 eV. Its orbital gap is 4.7 eV. Its total charge is +2. For the energy relative to the best compared isomer or geometry (same formula, charge and spin), the calculation gives 173.1 kcal/mol. Its HOMO energy is -15.95 eV.

Geometry as XYZ:
```
24
Cd2H14O8 | OMol25 | wB97M-V/def2-TZVPD
Cd 0.99021 1.66567 3.06850
Cd 1.36569 -2.22108 1.62418
O 0.07629 0.15643 0.84194
O 1.97550 -0.88672 4.07853
O -2.61378 -2.02348 -2.44419
O 3.83556 -1.09402 0.28426
O -0.08057 3.97384 1.18100
O 0.32149 -3.47654 -0.75152
O 0.99289 0.79857 -2.51274
O -3.40724 1.73899 -0.66683
H 2.07295 -1.10890 5.02493
H 0.48587 4.66129 0.83058
H -0.96020 4.21755 0.89274
H 3.73728 -0.18867 0.57909
H -4.31488 1.48794 -0.83828
H -3.18938 -1.81319 -3.17951
H -0.84509 0.06697 0.52953
H 0.67560 0.62882 -1.62575
H -3.46855 2.41423 0.00885
H 0.21062 1.05089 -3.00327
H 4.78162 -1.23799 0.26260
H -2.69509 -1.27436 -1.85390
H 0.51327 -4.34482 -1.10583
H -0.46000 -3.19137 -1.22499
```

***

Entry 2:
Density functional theory data (wB97M-V/def2-TZVPD) for a structure of composition C9H11O2.

As for the multiplicity: 4. The total energy comes out at -13598.63364 eV. Its orbital gap (spin up / spin down) is 6.7 / 5.9 eV. Its total charge is 0. For the energy relative to the best compared isomer or geometry (same formula, charge and spin), the calculation gives 45.6 kcal/mol. Its HOMO energy (spin up / spin down) is -5.70 / -8.59 eV.

Geometry as XYZ:
```
22
C9H11O2 | OMol25 | wB97M-V/def2-TZVPD
O -0.15360 -3.09220 -1.57529
O -0.79733 -3.49132 -2.60612
C -0.08225 -0.68214 1.86688
C -0.39526 -0.00836 -1.84424
C -0.51328 -0.67816 -0.64366
C 0.56621 1.23558 0.44847
C -1.16524 -2.01395 -0.58844
C 0.16994 1.26414 -1.91199
C 1.06787 1.97786 1.65513
C 0.64591 1.89665 -0.76727
C -0.00201 -0.04912 0.50934
H 1.06252 2.89834 -0.82874
H -0.73957 -0.46883 -2.77068
H 1.85388 1.43684 2.18360
H 0.28554 2.16952 2.39308
H -0.70349 -0.04361 2.53045
H -0.56154 -1.66717 1.85068
H -2.12553 -2.06542 -1.07800
H 1.49083 2.95790 1.40431
H 0.93041 -0.79230 2.31074
H -1.05394 -2.56619 0.33137
H 0.21993 1.78196 -2.86961
```

***

- Among the records above, which one has the highest energy relative to the best compared isomer or geometry (same formula, charge and spin)?
  Cd2H14O8

***

- energy relative to the best compared isomer or geometry (same formula, charge and spin) of number 1 (Cd2H14O8)?
  173.1 kcal/mol